Entry 1:
85
Properties=species:S:1:pos:R:3:mulliken_charge:R:1 method="wB97M-V/def2-TZVPD" homo_lumo_gap_ev=9.8 multiplicity=1
H -4.062 3.615 4.100 0.26
H -0.245 -1.691 5.247 0.21
H 3.430 -4.057 -3.368 0.19
C 2.566 -5.615 -2.130 -0.24
H -4.305 3.920 2.410 0.30
H -0.379 -1.155 -1.491 0.47
C -3.791 -4.648 1.104 -0.45
C 2.962 1.597 -1.546 0.32
H -5.627 3.324 3.382 0.30
O -0.619 -0.390 0.440 0.01
H -4.036 -5.536 0.518 0.28
C 0.596 -2.367 5.091 0.32
C -2.362 -4.198 0.904 -0.17
H 3.176 -5.255 -1.305 0.26
H 1.927 -0.788 5.782 0.30
H -0.039 2.255 -2.168 0.19
H -3.142 3.072 0.776 -0.19
C -2.428 3.171 -1.610 0.68
C -0.086 -0.795 1.610 0.46
H 1.758 4.291 -2.591 0.35
H 3.710 -5.701 -3.972 0.32
C 0.218 -0.880 -0.625 0.23
O -4.155 1.918 2.972 -0.28
O 1.773 -2.425 7.059 -0.35
C 4.324 -0.237 1.248 -0.32
H -0.692 9.003 -4.077 0.27
C 1.842 3.218 -2.649 -0.49
C -4.553 3.233 3.217 -0.72
H 2.557 -6.707 -2.116 0.26
C 3.002 -5.057 -3.457 -0.24
O -1.234 6.389 -4.948 -0.32
N -2.694 4.110 -2.256 -0.67
C 0.761 -4.898 -3.279 0.68
H 1.708 2.907 -3.684 0.27
P -3.341 1.750 0.344 0.68
O -0.450 -0.421 2.679 -0.59
H -1.980 -3.628 1.756 0.14
H -1.681 -5.017 0.690 0.35
H 3.490 0.425 1.465 0.23
O -4.537 -3.538 0.594 -0.35
C -3.749 -2.869 -0.281 0.54
C -0.272 6.239 -4.016 0.66
O 1.769 -4.972 -4.181 -0.36
H 0.708 -2.550 4.027 -0.15
O 5.763 -0.826 -0.437 -0.38
O 3.842 0.885 -1.179 -0.23
O -0.326 7.228 -3.096 -0.33
O 0.914 -1.682 1.411 -0.35
H 1.901 -2.220 -0.347 -0.07
C 5.300 0.344 0.249 -0.20
C -1.249 8.216 -3.564 -0.30
C 4.824 -1.782 -0.317 0.61
H -4.038 -4.832 2.146 0.33
O 0.349 -3.591 5.797 -0.34
C 0.964 -3.513 7.002 0.58
C 1.866 -1.872 5.742 -0.33
H -5.515 1.961 1.421 0.46
H -2.451 0.791 0.812 0.11
O -2.472 -3.324 -0.224 -0.12
O 3.133 2.769 -2.186 -0.37
C -2.125 7.417 -4.503 -0.32
O 1.647 1.333 -1.356 -0.29
H -1.799 8.653 -2.735 0.29
O 1.217 -5.142 -2.020 -0.32
O 4.830 -2.809 -0.915 -0.57
H 0.713 3.088 -0.796 0.21
H -2.491 8.000 -5.344 0.29
H 6.128 0.867 0.719 0.44
O 3.870 -1.421 0.579 -0.22
C 0.896 -2.060 0.024 0.28
H -2.971 6.952 -3.995 0.27
O 0.514 5.349 -3.999 -0.52
O 0.816 -4.287 7.885 -0.52
H 0.327 -2.986 -0.077 -0.17
H 2.764 -2.262 5.258 0.30
H 4.821 1.006 -0.474 -0.10
O -0.366 -4.653 -3.543 -0.52
H 4.803 -0.526 2.186 0.30
H -4.850 0.400 1.772 0.40
O -2.155 2.109 -1.023 -0.43
O -4.119 -2.001 -0.998 -0.54
H -4.323 1.508 -0.637 0.05
C 0.906 2.514 -1.705 -0.08
C -4.592 1.455 1.716 -0.89
H 0.919 -0.095 -0.912 -0.02

***

Entry 2:
26
Properties=species:S:1:pos:R:3:nbo_charge:R:1 method="wB97M-V/def2-TZVPD" homo_lumo_gap_ev="8.3 / 9.3" multiplicity=5
H 3.238 0.442 0.738 0.38
H -2.091 4.003 0.060 0.25
O -3.763 -1.925 -0.064 -0.61
C -3.847 1.095 -0.019 -0.20
N -1.513 0.721 -0.019 -0.47
C -2.314 2.950 0.025 -0.20
C -2.734 -1.276 -0.049 0.74
C 2.921 -2.454 0.085 0.32
S 1.267 -2.435 0.396 -0.21
N 3.057 -0.103 -0.099 -0.63
N 3.663 -1.347 -0.091 -0.43
O 0.853 1.157 0.184 -0.77
C -2.753 0.240 -0.034 0.12
C 0.219 2.268 0.072 0.75
H -4.840 0.678 -0.020 0.25
O 0.713 3.381 0.019 -0.62
Cr -0.120 -0.485 0.091 1.12
H 4.673 -1.432 -0.181 0.37
O -1.534 -1.726 -0.043 -0.75
N 3.553 -3.644 0.053 -0.78
H 2.957 -4.451 0.116 0.43
C -3.620 2.468 0.011 -0.15
H 3.275 0.441 -0.927 0.38
H -4.453 3.156 0.032 0.23
H 4.471 -3.754 -0.348 0.40
C -1.275 2.032 0.011 0.11

***

Entry 3:
21
Properties=species:S:1:pos:R:3:nbo_charge:R:1 method="wB97M-V/def2-TZVPD" homo_lumo_gap_ev=10.8 smiles=CC[C@@]1(C)C[C@H]1C multiplicity=1
C 1.807 -0.778 0.924 -0.61
C -1.112 0.381 -1.377 -0.42
H -2.822 -1.175 0.838 0.21
C 0.050 0.487 -0.425 -0.05
H 0.623 -1.571 -0.693 0.20
H -1.516 -1.951 -0.055 0.20
C 0.603 1.877 -0.175 -0.60
H 2.494 -1.631 0.906 0.21
H -1.802 1.048 0.612 0.21
H 1.388 2.122 -0.902 0.21
C -1.743 -1.146 0.652 -0.61
H -0.185 2.633 -0.266 0.21
H 1.833 -0.409 -1.205 0.20
H -1.182 -0.514 -1.990 0.21
H -1.470 1.283 -1.866 0.21
C -1.336 0.205 0.102 -0.23
H 1.087 -0.943 1.734 0.20
H -1.236 -1.376 1.596 0.21
C 1.093 -0.619 -0.420 -0.39
H 2.394 0.112 1.179 0.20
H 1.033 1.966 0.829 0.21